# 1
A molecular structure, C20H46Cl2MoOP2, computed with ωB97M-V/def2-TZVPD.

XYZ file:
```
72
Properties=species:S:1:pos:R:3:forces:R:3
Mo 0.61510 -0.29527 -0.32620 -1.30 -1.08 3.67
Cl -1.03840 -1.81643 0.54395 0.34 0.02 -0.58
P -0.04007 -1.12059 -2.39126 1.04 -0.81 -0.01
C -1.73284 -1.65465 -2.87198 0.00 0.10 0.20
C 0.69928 -0.24746 -3.83676 -0.20 -0.25 -0.14
C 0.82608 -2.75056 -2.12075 -0.39 -0.50 -0.95
C -2.82199 -0.69925 -2.37540 -0.25 0.05 0.08
H -1.83464 -2.61577 -2.33876 -0.06 0.27 -0.21
C -1.85586 -1.87862 -4.38182 -0.27 -0.21 -0.15
H -1.84627 -0.92893 -4.93033 -0.03 -0.28 0.10
H -2.82314 -2.36436 -4.56346 0.16 0.13 -0.08
H -1.08056 -2.53337 -4.79192 -0.21 0.24 0.05
H -2.94272 -0.75460 -1.28744 0.12 0.05 -0.25
H -3.77695 -0.98598 -2.83660 0.16 0.09 0.09
H -2.61339 0.34667 -2.64323 -0.06 -0.28 0.03
H 0.19517 -3.27616 -1.38272 0.10 0.34 -0.33
C 2.23636 -2.63098 -1.52071 0.45 0.02 -0.06
C 0.81261 -3.58012 -3.41971 0.28 -0.40 0.31
H -0.19457 -3.94031 -3.65111 0.23 0.09 -0.03
H 1.44537 -4.46297 -3.27001 -0.10 0.05 -0.15
H 1.21396 -3.02162 -4.27489 -0.07 -0.15 0.13
H 2.69049 -1.62840 -1.59685 -0.25 -0.39 0.03
H 2.90757 -3.30875 -2.06772 -0.06 0.14 0.22
H 2.25829 -2.93417 -0.46386 -0.04 0.14 -0.24
C -0.07568 1.05221 -4.10679 -0.05 0.06 -0.09
H 0.55478 -0.95369 -4.67350 0.09 0.38 0.12
C 2.19698 0.04200 -3.68562 0.19 -0.05 -0.09
H -1.12088 0.87649 -4.38628 0.23 0.04 0.11
H 0.40369 1.57413 -4.94282 -0.08 -0.03 0.11
H -0.05224 1.71413 -3.23257 0.03 -0.16 -0.19
H 2.40081 0.73340 -2.85586 -0.14 -0.22 -0.18
H 2.54471 0.52527 -4.60845 -0.06 -0.07 0.16
H 2.79665 -0.86927 -3.55452 -0.20 0.23 -0.04
Cl 1.01968 2.01566 -0.87173 0.38 0.00 -0.12
H -0.72500 0.17749 -1.14522 -0.90 1.40 -0.44
P -0.53933 0.84599 2.53902 0.73 -0.08 -1.65
C -0.69008 -0.37673 3.93716 -0.26 0.30 0.09
C 0.31395 2.37757 3.18521 -0.50 -0.26 0.51
C -2.31319 1.28395 2.18769 0.31 -0.19 0.43
C 0.22107 -1.58808 3.73661 0.21 -0.15 0.07
H -1.73660 -0.72469 3.86053 0.29 0.14 0.12
C -0.47193 0.26021 5.31217 -0.16 -0.24 0.16
H 0.56528 0.59336 5.43360 -0.21 -0.04 0.02
H -0.67336 -0.49870 6.07888 0.09 0.17 -0.02
H -1.14162 1.10659 5.49663 0.15 -0.11 -0.01
H -0.16587 -2.22547 2.93597 0.18 0.10 0.20
H 0.26279 -2.17726 4.66583 -0.03 0.11 -0.21
H 1.24135 -1.30040 3.45076 -0.39 -0.10 0.25
H -2.73885 0.28074 1.99555 0.10 0.35 0.10
C -2.50787 2.12484 0.91686 -0.15 -0.04 -0.11
C -2.98138 1.89393 3.42280 -0.41 0.05 -0.14
H -3.05592 1.17226 4.24375 0.05 0.14 -0.12
H -4.00132 2.20898 3.16802 0.09 0.01 0.13
H -2.43768 2.77775 3.78467 -0.13 -0.18 -0.11
H -1.70439 1.96112 0.18526 -0.18 0.09 0.19
H -2.57281 3.19829 1.14127 0.10 -0.29 -0.07
H -3.45367 1.83328 0.43740 0.16 0.14 0.10
C 1.81483 2.10083 3.30835 0.17 0.00 0.07
H -0.10772 2.56728 4.18838 0.29 0.14 -0.27
C 0.07479 3.59940 2.29281 0.00 0.00 -0.04
H 2.04385 1.25102 3.96506 -0.07 0.15 -0.21
H 2.31488 2.98816 3.72176 -0.07 -0.17 -0.07
H 2.26062 1.89177 2.32510 -0.19 0.07 0.23
H 0.31792 3.37031 1.24746 -0.11 0.10 0.24
H 0.73427 4.41265 2.62147 -0.09 -0.10 -0.05
H -0.95497 3.96989 2.34982 0.21 -0.13 -0.03
C 3.71960 0.42771 0.15242 0.98 -0.47 0.70
C 2.56183 -0.32273 0.74777 -0.47 1.02 0.33
O 2.55220 -0.92748 1.82237 0.36 0.55 -2.00
H 3.52398 1.50925 0.20915 -0.04 -0.39 -0.05
H 3.84660 0.15671 -0.90538 -0.13 0.16 0.24
H 4.63638 0.17254 0.70073 0.03 0.22 -0.12
```
Positions in Å, forces in eV/Å.

Values from the calculation:
* 2S+1: 3
* LUMO (alpha / beta): -0.0241 / -0.0085 Eh
* HOMO-LUMO gap (alpha / beta): 6.6 / 7.2 eV
* E_HOMO (alpha / beta): -7.26 / -7.48 eV
* net charge: 0
* molar mass: 531.38 Da
* energy relative to the best compared isomer or geometry (same formula, charge and spin): 0.0 kcal/mol

# 2
A molecular structure, C20H46ClN2O20P4, computed with ωB97M-V/def2-TZVPD.

XYZ file:
```
93
Properties=species:S:1:pos:R:3:forces:R:3
Cl -5.03227 18.08921 -5.91546 0.34 1.23 0.24
O -3.61620 18.10368 -5.89539 1.04 -0.27 0.18
O -5.46812 19.29613 -6.59438 -0.63 -0.23 0.21
O -5.47382 16.89630 -6.62351 -1.75 3.13 -2.22
O -5.56878 18.00515 -4.56164 1.79 2.01 -1.35
C -0.95899 15.87200 -7.77244 -0.31 0.96 -0.09
O -2.27511 15.29723 -7.80602 0.32 -0.57 0.35
P -2.59329 13.88443 -7.14633 -1.04 -0.36 1.50
O -1.64359 13.45662 -6.09534 -0.45 0.19 -1.18
O -4.12038 14.06262 -6.65999 1.36 -0.74 -0.47
C -4.41560 14.94179 -5.61067 0.45 1.64 2.39
O -2.85128 12.85653 -8.32808 0.42 -0.34 0.12
C -3.63747 13.31772 -9.44487 -0.91 0.22 0.89
H -0.17289 15.34653 -7.23368 -0.37 -0.73 -0.19
H -1.04620 16.82485 -7.24763 -0.13 0.11 -0.21
H -0.72247 16.04468 -8.81958 0.46 0.05 0.08
H -3.69149 15.18374 -4.81815 0.98 -1.22 -0.36
H -5.26593 14.63666 -5.00095 -0.33 -0.48 -0.63
H -4.58714 15.96168 -5.97345 0.63 -2.74 0.39
H -4.02578 12.50718 -10.06034 1.19 -0.32 -0.26
H -3.02907 14.09109 -9.89755 -0.61 -0.02 -0.76
H -4.60335 13.66438 -9.05858 0.39 0.79 0.05
C -7.41916 16.39887 -4.66895 1.00 -1.86 -0.10
O -6.69861 16.43201 -3.43585 -0.86 -0.99 1.20
P -7.49547 16.59617 -2.05779 0.35 -0.87 0.38
O -8.96122 16.65241 -2.17346 0.55 -0.11 0.07
O -6.91166 15.41419 -1.10168 -0.58 0.89 -1.40
C -5.61029 14.89419 -1.37874 0.50 -0.87 0.47
O -6.85879 17.87170 -1.34458 0.02 -0.40 -0.35
C -7.14310 19.16808 -1.88969 0.38 -0.31 0.38
H -8.35656 16.94319 -4.54251 1.32 -5.02 1.62
H -7.53007 15.43526 -5.16144 0.11 -0.60 0.65
H -6.90944 17.03177 -5.40337 -0.47 -1.29 1.67
H -5.62144 13.80256 -1.46720 -0.56 0.04 0.15
H -4.99083 15.10247 -0.50622 0.22 0.31 -0.26
H -5.17739 15.21333 -2.32182 0.00 0.56 0.17
H -8.15985 19.22650 -2.27338 -0.07 0.09 0.06
H -6.41606 19.44809 -2.65414 -0.60 -1.13 -0.01
H -6.98209 19.85201 -1.05715 -0.36 0.06 -0.03
C -3.13802 22.13115 -7.86768 -1.05 1.88 0.26
O -1.83428 21.96638 -8.39361 0.62 -0.39 -0.25
P -1.41688 22.27555 -9.88309 -0.56 0.87 0.22
O -0.06944 21.84351 -10.24261 -0.23 -0.36 -0.15
O -2.65810 21.70475 -10.72384 0.60 0.48 0.13
C -2.45259 20.69229 -11.70208 -0.03 -0.92 -0.38
O -1.60051 23.87636 -9.97311 -0.37 -0.26 0.97
C -1.41785 24.63100 -11.14718 -0.26 -0.81 -1.57
H -3.80018 22.61269 -8.59314 -0.03 -0.50 -0.26
H -3.09815 22.90394 -7.09325 0.32 -0.30 0.23
H -3.62429 21.25965 -7.43479 0.56 -0.46 -0.33
H -2.49178 21.11154 -12.70980 0.13 0.12 0.13
H -3.23337 19.93288 -11.61921 -0.03 0.36 0.11
H -1.50643 20.17189 -11.53911 0.06 0.24 -0.12
H -0.61696 25.36551 -11.11072 0.14 -0.17 0.53
H -2.33097 25.13646 -11.46911 -0.16 0.05 0.55
H -1.21417 23.93937 -11.97287 0.32 0.18 -0.05
C -4.03447 17.98815 -9.60260 -0.66 1.24 0.28
O -4.10037 17.98216 -11.03842 0.37 -0.87 -1.69
P -5.04488 16.92774 -11.79160 -0.09 0.88 1.80
O -4.73367 15.52566 -11.48629 -0.47 0.21 -0.32
O -6.46319 17.49244 -11.25983 0.06 -0.17 -0.92
C -7.29243 16.86329 -10.29278 0.03 -0.67 0.16
O -5.03301 17.35081 -13.33493 0.18 0.32 0.93
C -6.16606 16.91265 -14.09167 -0.83 -0.16 0.38
H -3.00942 17.96491 -9.24395 0.06 -0.52 -0.24
H -4.68623 17.26372 -9.12049 0.31 -0.35 -0.10
H -4.42269 18.97272 -9.33132 -0.03 -0.05 0.23
H -8.18345 16.43935 -10.76425 0.16 -0.03 -0.12
H -7.63738 17.58965 -9.55700 0.31 0.16 -0.06
H -6.71960 16.06850 -9.80964 -0.26 -0.02 0.15
H -6.72389 16.16446 -13.52253 0.24 -0.38 -0.32
H -5.83877 16.53698 -15.05474 0.14 -0.11 0.07
H -6.91020 17.69973 -14.23210 0.46 0.39 -0.04
N -5.69512 21.32765 -4.32836 -0.05 0.11 0.09
C -5.88751 21.58570 -3.00108 0.11 -0.09 -0.17
C -6.21475 22.91420 -2.87400 0.53 0.12 -0.31
C -6.14894 23.47454 -4.17860 -0.19 0.21 -0.21
C -5.85115 22.46117 -5.06164 0.21 -0.04 0.28
H -5.58201 20.42566 -4.76124 0.13 -0.16 0.11
H -5.76479 20.75504 -2.32522 0.27 1.22 0.10
H -6.37609 23.50331 -1.98729 -0.06 -0.26 0.19
H -6.30602 24.52058 -4.39112 0.00 -0.07 -0.21
H -5.64304 22.38106 -6.11552 -0.29 0.39 -0.08
N -8.66752 17.53566 -6.37073 0.17 0.48 -1.47
C -8.95574 17.97145 -5.10421 -2.87 4.67 -1.52
C -10.31291 18.12367 -5.04142 -1.06 -0.50 0.52
C -10.88057 17.57877 -6.22449 0.72 0.23 -1.04
C -9.81361 17.28616 -7.04706 -1.17 -0.19 0.15
H -7.76213 17.27080 -6.73379 -0.23 0.31 0.01
H -8.24500 18.14936 -4.31661 -0.51 2.61 -0.54
H -10.90240 18.42558 -4.18889 0.32 0.03 0.13
H -11.89798 17.43996 -6.55319 -0.12 0.19 0.38
H -9.84778 16.90046 -8.05317 0.30 -0.01 0.01
```
Positions in Å, forces in eV/Å.

Values from the calculation:
* LUMO: 0.0789 Eh
* HOMO-LUMO gap: 7.5 eV
* E_HOMO: -5.38 eV
* net charge: -1
* molar mass: 793.93 Da
* energy relative to the best compared isomer or geometry (same formula, charge and spin): 147.5 kcal/mol

# 3
3 unconnected molecules or ions with the total composition C20H46ClN2O6S2, computed with ωB97M-V/def2-TZVPD.

XYZ file:
```
77
Properties=species:S:1:pos:R:3:forces:R:3
C 0.02576 -0.20108 2.85438 0.04 0.01 -0.03
C 0.26907 1.24640 3.31964 0.04 -0.21 0.13
C 1.53545 1.89465 2.76058 -0.04 -0.04 -0.11
C 1.67618 1.79594 1.24365 0.11 0.20 -0.15
N 0.43741 2.23311 0.57942 0.03 -0.12 -0.15
C 0.24169 2.30102 -0.88390 0.17 -0.02 -0.06
C -1.28083 2.40528 -1.05611 0.01 -0.08 0.21
S -2.14995 3.77549 -0.25568 0.11 -0.05 0.00
C -2.38758 3.51928 1.48474 0.05 -0.01 0.00
O -3.45527 3.73302 -0.85696 0.20 0.09 0.02
O -1.25094 4.89065 -0.39629 -0.18 -0.01 -0.11
C -1.77267 0.99754 -0.69730 0.10 0.10 -0.02
N -0.53129 0.11821 -0.85149 0.01 0.09 0.04
C 0.51237 0.94213 -1.60751 -0.34 0.26 -0.25
S -0.06579 1.02718 -3.36533 -0.32 0.04 0.26
C 1.95189 0.37328 -1.56331 0.08 -0.02 0.26
Cl 2.92387 1.11979 -2.85671 0.15 0.09 -0.01
C 2.07826 -1.16200 -1.54520 0.04 0.07 -0.21
C 2.22096 -1.83346 -2.90843 -0.12 -0.19 0.19
H 0.79803 -0.55602 2.16215 -0.03 0.02 0.03
H 0.03308 -0.89236 3.69415 -0.05 -0.02 0.02
H -0.95068 -0.31689 2.37463 0.00 0.00 -0.02
H -0.59374 1.85905 3.08243 -0.14 0.10 -0.10
H 0.33685 1.25064 4.40745 0.01 0.05 0.02
H 2.40741 1.40179 3.19528 0.08 0.05 -0.02
H 1.58903 2.94135 3.06948 -0.05 0.02 0.02
H 2.54456 2.38284 0.91658 0.04 -0.11 0.00
H 1.87619 0.75443 1.00380 -0.06 -0.04 0.01
H 0.26161 3.17781 0.90351 -0.13 0.03 0.07
H 0.77149 3.11691 -1.38240 0.06 -0.03 0.00
H -1.53064 2.66266 -2.08157 -0.06 -0.05 -0.09
H -3.28291 4.10203 1.69813 -0.01 -0.03 0.05
H -2.55277 2.47756 1.73892 -0.09 -0.06 -0.03
H -1.54101 3.92220 2.02877 0.07 -0.01 0.03
H -2.06888 0.92242 0.34338 -0.03 -0.06 0.03
H -2.57072 0.62253 -1.32869 0.07 0.02 -0.13
H -0.72941 -0.75356 -1.33410 -0.09 -0.09 0.02
H -0.19212 -0.09848 0.09120 0.12 0.02 0.02
H -0.41125 -0.26518 -3.43388 0.08 -0.07 -0.09
H 2.44906 0.78633 -0.70511 -0.07 -0.12 0.30
H 1.21651 -1.60675 -1.03758 -0.02 0.07 0.14
H 2.93181 -1.41004 -0.91280 0.04 0.00 -0.08
H 1.41694 -1.56644 -3.59220 0.11 -0.03 -0.07
H 2.19127 -2.91440 -2.77139 0.00 -0.01 -0.04
H 3.16809 -1.58885 -3.37999 0.00 0.08 -0.05
C 1.06895 -3.51875 -9.02948 -0.01 0.00 -0.02
O 2.30230 -2.85704 -8.82101 0.03 -0.04 0.06
C 2.18884 -1.62327 -8.14219 -0.02 0.02 -0.06
C 2.59555 -1.74388 -6.68999 0.03 0.00 0.04
O 1.71929 -2.58647 -5.95469 -0.06 0.02 -0.01
C 2.22074 -3.89719 -5.76570 0.01 -0.05 0.02
H 1.29897 -4.50777 -9.42016 0.00 0.00 -0.01
H 0.50323 -3.62088 -8.09927 0.00 -0.01 0.00
H 0.45511 -2.98462 -9.76198 -0.01 0.01 0.01
H 1.16560 -1.23788 -8.21047 0.00 0.00 0.00
H 2.85311 -0.90561 -8.63250 0.00 0.01 0.00
H 2.57141 -0.75174 -6.22675 -0.01 0.00 0.00
H 3.62130 -2.12226 -6.62893 0.01 0.01 0.01
H 3.05765 -3.89730 -5.05720 0.02 0.00 -0.02
H 2.55745 -4.34449 -6.70278 -0.02 0.02 -0.02
H 1.41107 -4.49904 -5.35538 0.00 0.01 0.01
C -2.99566 -1.44378 5.74616 0.02 -0.02 0.03
O -2.04084 -0.40284 5.86116 0.04 0.04 -0.08
C -2.58607 0.81340 6.34990 -0.01 -0.01 -0.03
C -2.30999 1.01164 7.82448 0.02 0.02 0.06
O -2.96327 0.03891 8.61282 -0.04 -0.04 -0.05
C -2.11363 -0.99074 9.08390 0.01 0.00 0.02
H -2.44798 -2.36550 5.55674 0.00 0.00 -0.02
H -3.57823 -1.55573 6.66249 0.00 -0.01 0.00
H -3.68138 -1.25888 4.91134 -0.01 0.02 0.01
H -3.66647 0.84122 6.17400 -0.01 0.01 -0.01
H -2.12931 1.63586 5.78866 0.01 0.00 0.00
H -2.68511 1.99551 8.12176 0.01 0.01 0.00
H -1.22958 0.99312 8.00511 0.00 0.00 -0.01
H -1.41466 -0.61009 9.83558 0.01 0.01 -0.01
H -1.54523 -1.44907 8.27008 0.00 -0.01 0.00
H -2.74954 -1.74284 9.54598 0.00 0.01 0.01
```
Positions in Å, forces in eV/Å.

Values from the calculation:
* LUMO: -0.1070 Eh
* HOMO-LUMO gap: 8.3 eV
* E_HOMO: -11.19 eV
* net charge: +1
* molar mass: 510.18 Da
* energy relative to the best compared isomer or geometry (same formula, charge and spin): 0.0 kcal/mol

- Number 1 is which compound?
  C20H46Cl2MoOP2

- The highest molar mass belongs to which entry?
  C20H46ClN2O20P4

- Among the records above, which one has the lowest molar mass?
  C20H46ClN2O6S2

- What is the net charge in the second record?
  -1